<one>
This record from the OMol25 dataset describes C8H15NOS as an isolated structure. The level of theory is ωB97M-V with the def2-TZVPD basis set.

The charge is 0. As for the spin multiplicity: 1. The value obtained for the frontier orbital gap is 9.2 eV.

Atoms and positions in Å:
C -2.0282 -2.6764 0.2635
C -3.4423 -0.5562 0.3830
C -2.8706 0.5489 -0.6640
C -1.5692 1.1140 0.0366
C -0.8010 2.4512 -0.5016
C 0.6318 2.6435 0.2849
C 1.4696 1.4037 0.7932
C 2.9148 -0.1363 -0.3033
H -1.1056 -1.9375 0.2342
H -1.9467 -3.5558 -0.4502
H -2.4088 -3.0508 1.5397
H -2.8255 -0.4908 1.4124
H -4.6341 -0.4412 0.4968
H -3.8210 1.2852 -0.9001
H -2.6023 0.0831 -1.6285
H -1.7507 0.9909 1.3190
H -0.8076 0.1493 -0.2915
H -0.8772 2.0705 -1.6312
H -1.3648 3.4401 -0.3890
H 0.2149 3.2268 1.1881
H 1.2132 3.2541 -0.2861
H 1.0357 0.7552 1.5435
H 2.1449 1.9499 1.4375
N 2.1865 0.7823 -0.2074
O -3.0911 -1.8701 -0.1887
S 3.9456 -1.6874 -0.1492

<two>
This record from the OMol25 dataset describes the molecule C8H15NOS. The level of theory is ωB97M-V with the def2-TZVPD basis set.

Its structure (SMILES) is C=C(C)SC(C)(C)/C=C(/N)O. The charge is 0. As for the spin multiplicity: 1. The value obtained for the frontier orbital gap is 8.7 eV.

Atoms and positions in Å:
C 1.5467 0.5261 0.3096
C 0.4186 0.6788 -0.4078
C -0.9342 0.8448 0.0398
C -0.1429 -1.8372 0.1132
C -1.2458 1.9443 1.0943
C -1.8634 1.0331 -1.0678
C -0.1465 -2.1878 -1.3548
C 0.5734 -2.3266 1.1015
N 2.9061 0.6505 -0.1041
O 1.6317 0.3161 1.6255
S -1.4898 -0.9495 0.7418
H 0.5316 0.9977 -1.3880
H -1.0672 1.7401 2.1603
H -2.2440 2.3278 0.9034
H -0.5206 2.8114 0.9478
H -1.7155 1.9960 -1.6163
H -2.9250 1.0443 -0.5607
H -1.8950 0.2619 -1.7876
H -1.1663 -2.4161 -1.4760
H 0.4758 -2.8921 -1.7460
H 0.1244 -1.1761 -1.8179
H 0.2736 -2.0204 2.0734
H 0.6977 0.6181 1.9557
H 1.4914 -2.8238 0.9508
H 3.0040 0.5612 -1.1094
H 3.6813 0.2771 0.4194

Here is how they stack up, most stable first: <two>, <one>.

<one>
This record from the OMol25 dataset describes the molecule C12H27NO2Si. The level of theory is ωB97M-V with the def2-TZVPD basis set.

Its structure (SMILES) is CCO[Si](C)(CNC1CCCCC1)OCC. The charge is 0. As for the spin multiplicity: 1. The value obtained for the frontier orbital gap is 8.7 eV.

Atoms and positions in Å:
O -0.7822 0.4143 1.0695
O 0.2302 2.8937 1.0627
N 1.8750 -0.4125 -0.7478
C -3.1819 0.2124 0.7738
C 0.6197 5.2205 0.7439
C -1.9275 1.0165 0.5175
C 0.9196 3.7910 0.2104
C -0.3689 -4.0054 -1.2080
C -0.5670 -2.9928 -2.3510
C -0.6087 -3.3548 0.1969
C -0.0940 -1.5580 -1.9648
C 0.3974 -2.1954 0.4217
C 1.0226 -1.6695 -0.9004
C 1.6901 0.6501 2.3985
C 1.3382 0.9476 -0.6703
Si 0.6175 1.2818 1.0062
H 2.4989 -0.6226 0.0425
H -4.0774 0.6909 0.2792
H -3.1223 -0.7951 0.3791
H -3.3683 0.0836 1.8277
H -0.4714 5.3537 0.7428
H 1.0770 5.2922 1.7344
H 1.0695 5.9724 0.0895
H -2.0308 1.9753 0.9938
H -1.8257 1.1608 -0.5718
H 0.5804 3.6912 -0.8255
H 1.9811 3.5466 0.2335
H -0.9864 -4.8713 -1.3915
H 0.6973 -4.3906 -1.2494
H 0.0158 -3.3041 -3.2291
H -1.6069 -3.0033 -2.7273
H -1.6584 -2.9892 0.2588
H -0.4996 -4.1164 0.9780
H 0.1848 -0.9362 -2.8715
H -0.9643 -1.0375 -1.4966
H 1.2367 -2.4428 1.0645
H -0.1011 -1.3604 0.8769
H 1.7146 -2.4419 -1.2952
H 2.3670 1.4259 2.7405
H 2.2844 -0.1719 1.9889
H 1.0161 0.3093 3.1834
H 0.6451 1.1042 -1.4948
H 2.1638 1.6380 -0.8196

<two>
This record from the OMol25 dataset describes the molecule C12H27NO2Si. The level of theory is ωB97M-V with the def2-TZVPD basis set.

Its structure (SMILES) is CCO[Si](C)(CNC1CCCCC1)OCC. The charge is 0. As for the spin multiplicity: 1. The value obtained for the frontier orbital gap is 8.7 eV.

Atoms and positions in Å:
O -0.0176 -0.8386 -1.1810
O -0.9489 -3.0638 -0.0976
N -1.2886 0.7658 1.3658
C 2.2324 -0.3669 -1.2911
C -0.4721 -5.1939 -1.0945
C 1.2529 -1.4976 -1.4068
C -0.9595 -3.8233 -1.2498
C 1.6922 3.7908 0.8279
C 0.9324 3.3219 -0.4046
C 0.9705 3.6168 2.1312
C -0.3483 2.5638 -0.0797
C 0.6316 2.1258 2.2918
C -0.0070 1.4892 1.0440
C -2.9115 -1.1740 -0.9269
C -1.2846 -0.6898 1.4962
Si -1.2680 -1.4379 -0.2027
H -2.1148 1.1109 0.8955
H 3.3051 -0.6212 -1.5579
H 2.2066 0.0858 -0.2575
H 1.9919 0.3700 -2.0215
H 0.5842 -5.3795 -1.0124
H -0.7483 -5.7610 -1.9809
H -0.8553 -5.6411 -0.2085
H 1.4419 -2.1521 -0.5048
H 1.1951 -1.9905 -2.4012
H -0.3354 -3.2838 -1.9355
H -2.0260 -3.8757 -1.5809
H 2.6109 3.2770 0.9930
H 1.9417 4.8512 0.6063
H 0.7105 4.1097 -1.1512
H 1.6942 2.7719 -0.9530
H 0.1886 4.2878 2.3507
H 1.7925 3.8426 2.9015
H -1.2189 3.2034 0.1448
H -0.5381 1.9692 -0.9675
H -0.0701 2.0409 3.1255
H 1.4924 1.5357 2.7333
H 0.6340 0.7029 0.6223
H -3.0503 -1.4993 -1.9123
H -3.7906 -1.4261 -0.3034
H -2.8380 -0.0752 -0.9229
H -2.0821 -1.0554 2.1512
H -0.3280 -0.9863 1.9251

Here is how they stack up, most stable first: <one>, <two>.